# 1
ORCA calculation (ωB97M-V/def2-TZVPD) on C4H10O in the gas phase in a non-equilibrium geometry.

Last column: Mulliken charge in e.
CARTESIAN COORDINATES (ANGSTROEM)
C1 0.259 1.384 1.036  -1.435
C2 -0.027 0.000 0.337  1.093
C3 1.270 -0.578 -0.229  -1.283
C4 -1.148 -0.328 -1.076  -1.346
O1 -0.671 -0.842 1.258  -0.590
H1 1.026 1.977 0.518  0.369
H2 -0.644 1.981 1.141  0.325
H3 0.656 1.280 2.070  0.343
H4 2.188 -0.017 -0.034  0.366
H5 1.402 -1.626 0.050  0.289
H6 1.074 -0.525 -1.287  0.308
H7 -0.766 0.032 -2.034  0.365
H8 -1.279 -1.431 -1.309  0.418
H9 -2.194 0.009 -0.988  0.376
H10 -1.145 -1.317 0.548  0.401

Output
Lowest unoccupied orbital energy in eV: 0.93
Energy above the lowest of the compared OMol25 structures with the same formula, charge and spin in kcal per mole: 48.09
Spin multiplicity: 1
HOMO in eV: -9.8
SMILES string: CC(C)(C)O
Net charge: 0
HOMO-LUMO gap in Ha: 0.3939

=====

# 2
ORCA calculation (ωB97M-V/def2-TZVPD) on 2 unconnected molecules or ions with the total composition C4H10O.

Last column: Mulliken charge in e.
CARTESIAN COORDINATES (ANGSTROEM)
C1 1.517 -0.413 0.044  -1.003
C2 0.653 0.184 0.867  0.934
C3 0.913 1.459 1.607  -1.099
O1 -0.593 -0.293 1.151  -0.541
H1 2.499 0.015 -0.122  0.233
H2 1.279 -1.339 -0.475  0.266
H3 1.874 1.888 1.319  0.314
H4 0.119 2.182 1.395  0.280
H5 0.910 1.276 2.687  0.278
H6 -0.730 -1.113 0.657  0.321
C4 -1.688 -0.767 -1.826  -1.061
H7 -1.960 -0.033 -1.064  0.265
H8 -0.667 -0.574 -2.162  0.270
H9 -1.750 -1.777 -1.406  0.244
H10 -2.375 -0.696 -2.672  0.300

Output
Lowest unoccupied orbital energy in eV: 0.91
Energy above the lowest of the compared OMol25 structures with the same formula, charge and spin in kcal per mole: 17.49
Spin multiplicity: 1
HOMO in eV: -8.9
SMILES string: C=C(C)O.C
Net charge: 0
HOMO-LUMO gap in Ha: 0.3594

=====

# 3
ORCA calculation (ωB97M-V/def2-TZVPD) on 2 unconnected molecules or ions with the total composition C4H10O in a non-equilibrium geometry.

Last column: Mulliken charge in e.
CARTESIAN COORDINATES (ANGSTROEM)
C1 0.240 -0.153 2.417  -1.123
C2 -0.345 0.899 1.559  -0.017
C3 -0.738 0.873 0.267  -0.143
C4 -1.258 2.079 -0.556  -0.949
H1 -0.210 -1.168 2.100  0.267
H2 1.288 -0.353 2.259  0.272
H3 0.161 0.194 3.395  0.331
H4 -0.165 1.896 1.939  0.278
H5 -0.824 -0.081 -0.244  0.300
H6 -1.531 2.051 -1.619  0.311
H7 -0.437 2.789 -0.477  0.246
H8 -2.214 2.249 -0.017  0.227
O1 2.214 -3.935 -3.959  -0.616
H9 2.135 -4.085 -2.946  0.330
H10 1.685 -3.255 -4.116  0.286

Output
Lowest unoccupied orbital energy in eV: 0.69
Energy above the lowest of the compared OMol25 structures with the same formula, charge and spin in kcal per mole: 47.36
Spin multiplicity: 1
HOMO in eV: -9.1
SMILES string: C/C=C/C.O
Net charge: 0
HOMO-LUMO gap in Ha: 0.3593

=====

# 4
ORCA calculation (ωB97M-V/def2-TZVPD) on a molecular structure, C4H10O in a non-equilibrium geometry.

Last column: Mulliken charge in e.
CARTESIAN COORDINATES (ANGSTROEM)
C1 -0.111 0.108 -0.508  0.864
C2 -0.918 -0.496 0.615  -0.320
C3 1.055 0.909 0.072  -1.379
C4 0.396 -1.018 -1.415  -1.396
O1 -2.137 -0.622 0.590  -0.483
H1 -1.585 0.770 2.148  -0.218
H2 -0.767 0.755 -1.097  0.217
H3 -1.257 1.320 2.657  0.230
H4 -0.312 -1.167 1.258  0.338
H5 0.683 1.701 0.719  0.368
H6 -0.425 -1.569 -1.867  0.366
H7 1.050 -1.701 -0.876  0.343
H8 0.991 -0.600 -2.226  0.374
H9 1.637 1.354 -0.731  0.375
H10 1.699 0.257 0.661  0.323

Output
Lowest unoccupied orbital energy in eV: 0.96
Energy above the lowest of the compared OMol25 structures with the same formula, charge and spin in kcal per mole: 39.69
Spin multiplicity: 1
HOMO in eV: -9.8
Net charge: 0
HOMO-LUMO gap in Ha: 0.3966

=====

# 5
ORCA calculation (ωB97M-V/def2-TZVPD) on 3 unconnected molecules or ions with the total composition C4H10O.

Last column: Mulliken charge in e.
CARTESIAN COORDINATES (ANGSTROEM)
H1 1.585 2.314 1.028  0.163
H2 0.901 2.102 1.237  -0.172
C1 -2.115 -0.398 -0.246  -0.995
C2 -1.169 0.688 0.190  0.210
O1 -0.965 0.958 1.351  -0.482
H3 -1.758 -0.907 -1.147  0.278
H4 -2.254 -1.111 0.571  0.290
H5 -3.084 0.059 -0.481  0.348
H6 -0.672 1.261 -0.621  0.360
C3 2.036 -0.374 -0.499  -0.425
C4 1.144 -1.286 -0.131  -0.593
H7 2.315 -0.227 -1.540  0.233
H8 2.519 0.272 0.230  0.256
H9 0.655 -1.936 -0.854  0.268
H10 0.862 -1.416 0.912  0.262

Output
Lowest unoccupied orbital energy in eV: 1.10
Energy above the lowest of the compared OMol25 structures with the same formula, charge and spin in kcal per mole: 55.65
Spin multiplicity: 1
HOMO in eV: -9.9
SMILES string: [H][H].CC=O.C=C
Net charge: 0
HOMO-LUMO gap in Ha: 0.4041

=====

# 6
ORCA calculation (ωB97M-V/def2-TZVPD) on C4H10O in the gas phase.

Last column: Mulliken charge in e.
CARTESIAN COORDINATES (ANGSTROEM)
C1 -1.847 0.452 0.127  -1.105
C2 -0.540 0.757 -0.598  -0.495
C3 0.504 -0.383 -0.619  0.427
C4 1.764 0.002 0.156  -1.392
O1 -0.085 -1.553 -0.070  -0.527
H1 -1.671 0.162 1.165  0.286
H2 -2.390 -0.366 -0.350  0.274
H3 -2.492 1.336 0.120  0.380
H4 -0.769 1.074 -1.622  0.300
H5 -0.062 1.618 -0.121  0.288
H6 0.787 -0.588 -1.663  0.192
H7 2.225 0.907 -0.260  0.363
H8 1.521 0.199 1.208  0.314
H9 2.516 -0.797 0.123  0.401
H10 0.589 -2.243 -0.080  0.294

Output
Lowest unoccupied orbital energy in eV: 0.96
Energy above the lowest of the compared OMol25 structures with the same formula, charge and spin in kcal per mole: 7.83
Spin multiplicity: 1
HOMO in eV: -10.1
SMILES string: CC[C@@H](C)O
Net charge: 0
HOMO-LUMO gap in Ha: 0.4058

=====

# 7
ORCA calculation (ωB97M-V/def2-TZVPD) on C4H10O in the gas phase in a non-equilibrium geometry.

Last column: Mulliken charge in e.
CARTESIAN COORDINATES (ANGSTROEM)
C1 -2.506 -0.197 -0.162  -1.214
C2 -1.198 0.540 0.156  -0.307
C3 0.052 -0.395 0.236  -0.371
O1 1.150 0.367 -0.185  -0.292
C4 2.454 -0.127 -0.059  -0.613
H1 -2.317 -0.908 -0.995  0.287
H2 -2.736 -0.897 0.668  0.281
H3 -3.386 0.285 -0.292  0.427
H4 -0.819 1.181 -0.674  0.259
H5 -1.223 1.263 0.976  0.309
H6 0.279 -0.728 1.253  0.311
H7 -0.256 -1.273 -0.459  0.201
H8 2.690 -0.494 1.092  0.224
H9 3.198 0.646 -0.302  0.227
H10 2.554 -0.940 -0.814  0.269

Output
Lowest unoccupied orbital energy in eV: 1.16
Energy above the lowest of the compared OMol25 structures with the same formula, charge and spin in kcal per mole: 37.43
Spin multiplicity: 1
HOMO in eV: -9.8
SMILES string: CCCOC
Net charge: 0
HOMO-LUMO gap in Ha: 0.4016

=====

# 8
ORCA calculation (ωB97M-V/def2-TZVPD) on C4H10O in the gas phase in a non-equilibrium geometry.

Last column: Mulliken charge in e.
CARTESIAN COORDINATES (ANGSTROEM)
C1 0.768 0.809 -1.478  -1.224
C2 1.113 0.307 -0.044  -0.413
C3 0.180 -0.780 0.477  -0.268
C4 -1.220 -0.212 0.578  -0.499
O1 -2.200 -1.105 1.087  -0.526
H1 0.664 0.009 -2.174  0.318
H2 1.539 1.477 -1.775  0.388
H3 -0.059 1.560 -1.447  0.326
H4 1.077 1.169 0.616  0.292
H5 2.149 -0.146 -0.036  0.286
H6 0.327 -1.694 -0.116  0.249
H7 0.515 -0.984 1.546  0.249
H8 -1.269 0.729 1.189  0.263
H9 -1.582 0.154 -0.452  0.244
H10 -2.001 -1.294 2.031  0.315

Output
Lowest unoccupied orbital energy in eV: 1.02
Energy above the lowest of the compared OMol25 structures with the same formula, charge and spin in kcal per mole: 17.62
Spin multiplicity: 1
HOMO in eV: -10.2
SMILES string: CCCCO
Net charge: 0
HOMO-LUMO gap in Ha: 0.4127

=====

# 9
ORCA calculation (ωB97M-V/def2-TZVPD) on 2 unconnected molecules or ions with the total composition C4H10O.

Last column: Mulliken charge in e.
CARTESIAN COORDINATES (ANGSTROEM)
C1 -0.965 -1.028 0.716  -0.880
C2 0.353 -0.879 0.577  0.727
C3 1.251 -1.807 -0.181  -1.106
O1 1.067 0.159 1.102  -0.524
H1 -1.476 -1.870 0.266  0.257
H2 -1.568 -0.319 1.279  0.238
H3 0.669 -2.543 -0.740  0.322
H4 1.871 -1.234 -0.879  0.282
H5 1.926 -2.332 0.504  0.290
H6 0.452 0.771 1.530  0.362
C4 -0.714 2.215 -0.837  -0.812
H7 -0.198 1.258 -0.914  0.121
H8 -1.676 2.150 -1.350  0.263
H9 -0.885 2.457 0.217  0.168
H10 -0.106 3.001 -1.290  0.292

Output
Lowest unoccupied orbital energy in eV: 0.91
Energy above the lowest of the compared OMol25 structures with the same formula, charge and spin in kcal per mole: 17.88
Spin multiplicity: 1
HOMO in eV: -8.9
SMILES string: C=C(C)O.C
Net charge: 0
HOMO-LUMO gap in Ha: 0.3607

=====

# 10
ORCA calculation (ωB97M-V/def2-TZVPD) on 2 unconnected molecules or ions with the total composition C4H10O in a non-equilibrium geometry.

Last column: Mulliken spin population.
CARTESIAN COORDINATES (ANGSTROEM)
C1 -0.117 -1.745 0.270  0.379
C2 -0.940 -1.172 1.251  0.341
C3 -1.105 -1.611 2.601  0.036
C4 -0.164 -1.357 -1.186  0.011
H1 0.441 -2.697 0.514  0.014
H2 -1.509 -0.284 0.847  0.011
H3 -1.019 -0.560 3.180  0.044
H4 -2.119 -2.093 2.765  0.055
H5 -0.479 -2.447 3.092  0.003
H6 -0.184 -0.271 -1.349  0.007
H7 -0.818 -1.903 -1.861  0.066
H8 0.708 -1.536 -1.901  0.031
H9 2.664 5.857 -1.902  0.000
H10 2.558 6.082 -3.516  0.000
O1 2.082 5.737 -2.806  0.000

Output
Lowest unoccupied orbital energy (alpha / beta) in eV: -4.89 / -8.60
Energy above the lowest of the compared OMol25 structures with the same formula, charge and spin in kcal per mole: 37.92
Spin multiplicity: 2
HOMO (alpha / beta) in eV: -13.2 / -13.2
Net charge: +1
HOMO-LUMO gap (alpha / beta) in Ha: 0.3051 / 0.1688